17
Properties=species:S:1:pos:R:3:forces:R:3 method="wB97M-V/def2-TZVPD" energy_ha=-665.780457 de_lowest_kcal_mol=202.4 e_lumo_ev=0.052 multiplicity=1
S 1.3107 -1.4374 1.2109 -1.1 0.1 0.1
N -1.0189 -0.7767 0.0299 -0.9 5.8 3.1
N 0.5937 0.7824 -0.1320 0.3 -0.6 -0.3
C -1.6208 -1.9932 0.4062 -3.0 -0.6 2.9
C 2.0473 0.9124 -0.0233 2.2 0.8 0.9
C -0.3522 1.6214 -0.8758 1.7 0.0 -2.0
C 0.2458 -0.3695 0.4208 0.8 -3.2 -0.4
H -2.6702 -1.7465 0.0614 0.7 -1.2 0.6
H 2.5232 1.7664 -0.6945 -1.4 -1.7 1.5
H -0.4755 2.8535 -0.0728 0.0 -3.8 -3.0
H 0.5621 1.6370 -1.9952 -3.6 1.1 2.9
H -1.4986 0.7565 -1.2000 3.8 3.3 0.9
H -1.4635 0.3168 0.5214 0.0 -4.7 -1.7
H -1.6790 -2.4262 1.5985 0.5 1.7 -3.2
H 2.7422 -0.3194 -0.1879 -2.5 4.1 0.4
H 1.9740 1.1940 1.1299 2.1 -0.5 -2.3
H -1.2204 -2.7714 -0.1973 0.4 -0.7 -0.4



17
Properties=species:S:1:pos:R:3:forces:R:3 method="wB97M-V/def2-TZVPD" energy_ha=-666.089956 de_lowest_kcal_mol=8.2 e_lumo_ev=0.875 multiplicity=1
S -0.7048 -2.5656 -0.8723 0.1 0.0 0.3
N 1.5093 0.4119 -1.2318 0.1 -0.7 0.2
N -0.3201 0.5930 0.1364 -0.3 0.5 0.4
C -0.2685 2.0379 -0.1017 -1.2 -0.4 1.0
C 0.6830 -1.6431 -0.1345 0.3 0.2 -0.1
C -1.0056 0.1751 1.3550 0.7 -1.1 -0.4
C 0.6683 -0.1533 -0.4354 0.2 0.0 -0.2
H 1.6273 -2.0455 -0.4918 0.0 0.0 -0.1
H 0.5159 2.5226 0.4809 0.1 0.1 0.0
H -0.5618 -2.0517 -2.0943 0.0 0.1 -0.2
H 2.1486 -0.2988 -1.6018 -0.2 0.3 0.1
H -1.3625 -0.8637 1.2609 0.1 0.4 0.0
H -0.0963 2.2022 -1.1337 0.3 0.3 -0.9
H 0.6705 -1.8372 0.9340 -0.2 0.0 0.1
H -0.3853 0.2538 2.2552 0.1 0.0 0.0
H -1.8559 0.7929 1.5036 -0.8 0.6 0.0
H -1.2622 2.4693 0.1713 0.8 -0.3 -0.1



17
Properties=species:S:1:pos:R:3:forces:R:3 method="wB97M-V/def2-TZVPD" energy_ha=-666.064948 de_lowest_kcal_mol=23.8 e_lumo_ev=0.961 multiplicity=1 smiles=N[C@H]1CN[C@H]1CS
S 2.3746 0.1840 -0.6193 0.2 0.4 0.2
N -0.4917 1.8434 -0.1012 0.6 0.6 -0.5
N -0.1901 -1.4594 -0.2443 -0.7 -0.2 -1.2
C 1.4906 -0.0149 0.9418 -0.3 -1.4 1.1
C -0.9533 0.5170 0.1601 -0.9 -0.2 -0.6
C -1.0987 -0.5496 -1.0033 -1.3 0.9 0.4
C 0.0050 -0.4646 0.8046 1.2 -0.2 1.1
H 1.9893 -0.7965 1.5997 -0.3 1.0 -0.9
H -0.7028 -0.1414 -1.9326 0.4 -0.3 -0.1
H -1.8614 0.6410 0.7615 0.0 -0.3 -0.2
H -0.6400 -2.3303 0.0043 0.1 0.1 0.3
H -0.3179 -0.8268 1.7977 0.1 0.3 -0.2
H 1.9751 -0.9714 -1.1372 -0.2 -0.3 -0.1
H -2.1682 -0.8555 -1.2386 1.3 -0.1 0.5
H 0.2829 1.8771 -0.7688 -0.2 -0.2 0.3
H -1.2249 2.4137 -0.4972 -0.2 0.1 0.1
H 1.5315 0.9342 1.4730 0.0 0.1 -0.1



17
Properties=species:S:1:pos:R:3:forces:R:3 method="wB97M-V/def2-TZVPD" energy_ha=-557.356939 de_lowest_kcal_mol=34.4 e_lumo_ev=0.913 multiplicity=1
Si 0.0626 -1.0758 -0.0032 0.1 0.9 -0.3
N -1.0415 0.2171 -0.2279 -5.4 -1.8 0.4
N 1.3513 0.0713 -0.0740 0.2 -0.5 0.0
C -2.8754 -0.0556 -0.0620 4.9 1.0 -0.3
C 0.8784 1.3782 -0.1624 -0.1 0.5 0.0
C 2.7444 -0.2274 0.0580 0.3 -0.2 0.1
C -0.4558 1.4674 -0.2230 0.2 0.3 0.1
H -1.0482 2.3566 -0.3111 0.0 0.2 0.0
H 0.0324 -1.8173 1.2717 -0.1 -0.3 0.2
H 0.0496 -2.0272 -1.1234 0.0 -0.4 0.0
H 2.9622 -0.6519 1.0446 0.2 0.1 0.0
H -3.2986 0.8985 -0.3270 -0.1 0.1 -0.1
H 3.0440 -0.9619 -0.6942 0.2 0.0 0.0
H -3.0484 -0.8438 -0.7705 -0.2 -0.2 -0.2
H 3.3497 0.6698 -0.0731 0.0 0.0 0.0
H -2.9983 -0.3298 0.9697 -0.2 -0.1 0.2
H 1.5823 2.1872 -0.2225 0.1 0.2 0.0



17
Properties=species:S:1:pos:R:3:forces:R:3 method="wB97M-V/def2-TZVPD" energy_ha=-322.355517 de_lowest_kcal_mol=65.9 total_charge=+1 e_lumo_ev=-3.538 multiplicity=1 smiles="CC[C@@H](N)N=C=[NH2+]"
N -1.0415 0.1631 0.4934 0.1 -0.6 -1.1
N 0.3776 1.8553 -0.5110 -1.1 3.5 -3.4
N -2.8902 -1.3591 0.2633 -4.0 -3.6 1.2
C 0.2791 0.9751 0.4410 -0.8 0.8 5.9
C 1.4092 0.0599 0.4689 -1.0 -1.6 -0.8
C -1.9411 -0.5236 0.3125 1.1 0.9 0.9
C 1.5733 -0.7350 -0.8479 -0.9 0.8 3.1
H -2.7519 -2.3285 0.7033 0.3 1.9 -1.1
H 1.2573 -0.5438 1.3258 0.0 -1.2 0.6
H 1.9471 -0.1380 -1.5801 2.0 1.4 -2.0
H 2.2699 0.6089 0.6881 1.4 1.1 0.2
H -0.3996 2.5170 -0.6008 0.9 -0.1 -0.2
H 0.6794 -1.0528 -1.2792 -1.8 -1.0 -0.2
H 0.9167 1.6968 -1.3656 -0.5 -0.1 0.6
H -3.9205 -1.1268 0.4173 2.0 0.3 -0.6
H 0.0827 1.4416 1.5517 0.9 -0.6 -2.6
H 2.1528 -1.5101 -0.4807 1.5 -1.9 -0.6



17
Properties=species:S:1:pos:R:3:forces:R:3 method="wB97M-V/def2-TZVPD" energy_ha=-322.318241 de_lowest_kcal_mol=89.3 total_charge=+1 e_lumo_ev=-3.762 multiplicity=1
N -1.3163 -0.3690 0.3289 1.7 -0.6 -0.5
N 1.1831 0.0539 1.2026 2.0 -0.7 3.4
N 0.5343 -0.3023 -1.1796 -2.0 0.5 1.6
C 1.5603 0.9066 2.0887 0.7 -0.3 0.6
C -2.4734 -0.1532 0.7056 -1.2 0.0 0.9
C 1.1525 -0.5985 -2.2239 -1.7 0.9 -1.1
C -0.9001 -0.0461 -0.9663 -1.1 -0.8 -4.6
H 1.6418 1.9293 1.7897 -0.3 0.7 -0.2
H 2.1006 -0.8514 -1.9599 3.2 -0.6 -0.4
H 1.9415 0.7687 3.1863 -1.0 -0.6 -2.2
H -1.4351 -0.6944 -1.8045 0.7 1.2 1.8
H 1.3192 -0.9206 1.5986 -0.7 1.1 -0.8
H -2.6767 -0.4932 1.6857 -0.5 -0.2 1.1
H -3.3158 0.3011 0.2150 -0.1 0.4 -0.9
H -1.0374 0.9842 -1.2790 -0.4 0.4 0.2
H 0.7926 -0.5216 -3.2783 -0.1 -0.6 1.0
H 0.9289 0.0067 -0.1096 0.7 -0.9 -0.1